No. 1
The following is a DFT calculation (ωB97M-V/def2-TZVPD) of C3H7INS as an isolated structure in a non-equilibrium geometry.

* HOMO-LUMO gap: 9.37 eV
* total charge: +1
* HOMO energy: -13.5 eV

```
13
Properties=species:S:1:pos:R:3:forces:R:3
C -0.85931 1.11404 -0.36011 -2.78 -1.78 -0.47
C 1.36131 -2.32113 -0.44861 -2.76 5.17 2.81
C 1.36804 -1.03578 0.00638 1.89 -0.76 -1.39
N -1.98073 1.70047 0.18276 4.58 2.69 0.91
S -0.04046 -0.35105 0.79076 -0.47 -0.54 0.13
I 2.96910 0.43732 -0.15735 -0.80 -1.12 -0.04
H -1.14408 0.30276 -1.08739 0.46 1.47 0.07
H -0.19271 1.87426 -0.63993 1.71 0.23 -0.35
H 2.02508 -2.88014 -0.91492 3.60 -1.87 -2.10
H 0.45048 -2.78878 -0.27435 -1.62 -1.12 0.34
H -1.81484 2.42084 0.90869 -0.29 -0.59 -0.96
H -2.79358 1.25568 0.27621 -3.76 -2.39 0.34
H 0.65168 0.27151 1.71787 0.24 0.61 0.70
```
Positions in Å, forces in eV/Å.

=====

No. 2
The following is a DFT calculation (ωB97M-V/def2-TZVPD) of C27H21AuN9P2S2 as an isolated structure in a non-equilibrium geometry.

* HOMO-LUMO gap (spin up / spin down): 6.24 / 6.28 eV
* total charge: -1
* HOMO energy (spin up / spin down): -3.9 / -5.1 eV
* 2S+1: 3

```
62
Properties=species:S:1:pos:R:3:forces:R:3
Au 2.71964 -1.09388 0.01530 0.76 -0.33 -0.04
S -0.44206 -3.46077 -0.17992 -0.09 -0.41 0.03
P -0.66469 -1.46149 -0.07835 0.11 0.80 0.13
C 0.72118 -0.47631 -0.08962 -0.52 -0.99 -0.01
P 0.91427 1.18361 0.07551 1.21 0.26 0.09
S 2.94116 1.41779 0.13276 -0.28 0.09 0.03
C 0.36026 2.19776 -1.31167 -0.31 0.37 0.00
C 0.33307 3.59207 -1.28472 0.17 -0.04 0.01
C -0.06927 4.28899 -2.42351 0.05 0.55 0.39
C -0.43603 3.61604 -3.57957 0.04 -0.36 -0.06
C -0.29634 2.23092 -3.62197 -0.16 0.29 -0.34
C 0.09420 1.53491 -2.50234 -0.06 -0.14 0.59
C 0.28699 1.89681 1.61887 -0.26 -0.04 0.61
C 0.77472 1.31774 2.80503 0.21 0.09 -0.85
C 0.35513 1.77707 4.03219 0.15 -0.35 0.70
C -0.58517 2.79688 4.11455 0.04 0.01 -0.55
C -1.10519 3.34602 2.95486 0.32 -0.07 0.25
C -0.66630 2.89632 1.72070 -0.43 0.34 -0.97
C -1.79055 -1.11265 1.30622 0.27 -0.66 0.17
C -2.14741 -2.04879 2.27129 0.17 -0.14 -0.60
C -3.05938 -1.75484 3.25381 -0.38 0.59 0.10
C -3.64188 -0.49724 3.36495 0.90 0.24 -0.38
C -3.17689 0.46490 2.45882 -0.71 0.39 0.34
C -2.29642 0.15467 1.44202 -0.09 0.70 -0.18
C -1.70994 -1.16208 -1.54317 -0.10 0.04 0.00
C -2.88963 -0.43742 -1.56340 -0.02 0.12 0.83
C -3.49282 -0.09979 -2.75485 -0.42 0.02 -0.18
C -2.99154 -0.57659 -3.95040 0.06 0.55 -0.14
C -1.84503 -1.35043 -3.93152 0.08 -0.16 -0.35
C -1.19952 -1.61685 -2.75252 0.27 -0.30 0.45
H 0.67512 4.10322 -0.37843 -0.24 0.01 -0.44
H -0.07970 5.38099 -2.39897 -0.09 -0.30 -0.01
H -0.83200 4.13778 -4.44962 0.27 0.04 0.19
H -0.49093 1.69246 -4.53538 -0.15 -0.07 -0.15
H 0.18672 0.46186 -2.46833 0.02 -0.13 -0.34
H 1.51481 0.52868 2.69740 -0.09 0.05 0.23
H 0.76748 1.32239 4.94239 -0.22 0.24 -0.39
H -0.91935 3.19086 5.04913 -0.07 0.02 0.59
H -1.81864 4.14630 3.03485 -0.26 0.17 -0.12
H -1.11103 3.31479 0.80029 0.28 -0.18 0.61
H -1.74583 -3.04068 2.22769 0.23 -0.36 -0.11
H -3.32419 -2.52399 3.93063 -0.26 -0.65 0.67
H -4.33780 -0.29106 4.17986 0.14 0.14 -0.40
H -3.49275 1.49827 2.47673 -0.30 0.04 0.33
H -2.01540 0.93938 0.73675 -0.12 -0.25 0.26
H -3.34740 -0.11343 -0.63148 0.10 -0.03 -0.28
H -4.36796 0.53262 -2.71030 -0.12 0.00 -0.20
H -3.42379 -0.26349 -4.89259 -0.15 -0.19 0.00
H -1.43121 -1.75523 -4.83584 0.06 -0.01 -0.39
H -0.29097 -2.20478 -2.72253 0.05 -0.01 -0.20
N 5.15331 -3.84847 0.05462 0.22 -0.67 0.01
C 5.61558 -2.55945 0.02641 -0.02 1.70 -0.04
N 6.89291 -2.23130 -0.02175 0.54 -1.14 -0.14
N 6.93047 -0.89057 -0.09162 0.49 -0.53 0.12
N 5.76085 -0.42266 -0.06583 -1.58 0.54 0.11
N 4.85641 -1.44631 0.02298 0.45 -0.13 -0.15
C 3.85338 -4.22616 0.00391 -1.90 0.21 0.36
N 3.39870 -5.48273 -0.07065 0.32 -0.10 -0.07
N 2.05341 -5.38315 -0.04462 0.59 -0.63 -0.12
N 1.73376 -4.16411 0.04639 0.90 0.86 0.25
N 2.82309 -3.36980 0.09893 -0.36 -0.14 -0.24
H 5.81839 -4.59558 -0.01039 0.27 0.05 -0.01
```
Positions in Å, forces in eV/Å.

=====

No. 3
The following is a DFT calculation (ωB97M-V/def2-TZVPD) of an isolated ion of composition C22H24F2N and charge +1 in a non-equilibrium geometry.

* HOMO-LUMO gap: 7.31 eV
* SMILES string: CC1=C[C@@H](C(c2ccc(C)c(F)c2)c2ccc(C)c(F)c2)C(C)=[N+]1C
* total charge: +1
* HOMO energy: -11.6 eV

```
49
Properties=species:S:1:pos:R:3:forces:R:3
C 2.24626 0.95709 2.78295 0.47 0.58 -0.15
C 1.79252 -0.42324 2.50697 1.51 -2.14 -0.73
C 2.42004 -1.56856 2.06954 -0.86 1.34 0.78
C 1.50741 -2.79740 2.16521 0.11 3.09 -2.40
C 0.20785 -2.02948 2.42698 0.15 0.65 1.43
C -1.15181 -2.55724 2.41882 -0.72 -1.05 -0.02
N 0.43643 -0.75573 2.69479 -0.68 -0.99 0.29
C -0.54807 0.22351 3.21696 -0.53 -0.59 -0.38
H 3.28575 1.04397 2.46632 -0.06 0.06 0.01
H 1.66649 1.71419 2.23559 0.12 -0.28 0.02
H 2.21536 1.25351 3.84354 -0.10 -0.41 -0.23
H 3.44304 -1.62040 1.78232 0.59 -0.07 0.03
H 1.36654 -3.38617 1.22593 -0.01 1.10 -0.09
H -1.09741 -3.54242 1.94655 -0.35 0.08 0.12
H -1.48725 -2.70060 3.45808 0.00 -0.03 -0.21
H -1.91830 -1.95228 1.89735 0.64 -0.16 0.20
H -1.51221 -0.28639 3.24041 0.11 0.28 0.06
H -0.31737 0.56330 4.23047 0.37 -0.35 -0.18
H -0.62713 1.10145 2.57867 0.16 -0.16 -0.15
C 6.48032 -6.18164 -0.26977 0.22 0.38 -0.05
C 5.39748 -5.71500 0.67082 -0.16 -0.56 -0.11
C 5.58567 -4.66041 1.54365 1.94 0.46 0.33
F 6.87344 -4.09565 1.58079 -1.81 -0.61 -0.01
C 4.63284 -4.14708 2.38832 -1.34 -0.12 -0.72
C 3.30996 -4.67173 2.34821 0.63 0.34 -0.62
C 2.08982 -3.90741 2.97770 1.73 -3.24 2.39
C 2.26847 -3.65708 4.47502 -0.11 0.16 1.17
C 3.45401 -3.24498 5.15145 -0.95 0.69 -1.20
C 3.29860 -2.42412 6.24128 1.07 1.00 0.91
F 4.38610 -1.64836 6.67839 -1.23 -1.48 -0.51
C 2.10080 -2.21747 6.90471 -0.62 -0.11 0.34
C 1.98866 -1.31389 8.10671 0.40 0.23 -0.05
C 0.99603 -2.92463 6.42154 0.16 -0.35 -0.05
C 1.09690 -3.69819 5.25059 0.35 1.58 0.09
C 3.14876 -5.87311 1.62081 0.41 0.93 -0.66
C 4.14668 -6.33420 0.73320 -0.12 0.09 0.50
H 6.07311 -6.94318 -0.92914 0.04 -0.02 -0.09
H 6.82693 -5.32778 -0.87766 -0.06 -0.41 0.20
H 7.36795 -6.60663 0.23415 -0.51 0.29 -0.03
H 4.86804 -3.30056 2.99228 0.24 0.46 -0.03
H 1.34475 -4.67010 2.95928 -0.87 -0.73 -0.05
H 4.43648 -3.39364 4.74671 0.10 0.20 -0.07
H 0.98942 -1.39552 8.52307 -0.07 0.04 0.08
H 2.71716 -1.57049 8.89640 -0.27 0.09 -0.43
H 2.16309 -0.26171 7.82308 0.00 -0.38 0.16
H 0.02330 -2.82686 6.93055 0.62 -0.20 -0.17
H 0.20304 -4.17001 4.88654 -0.26 -0.14 -0.34
H 2.22598 -6.41909 1.63556 -0.52 0.01 0.02
H 3.94763 -7.18770 0.06137 0.07 0.47 0.60
```
Positions in Å, forces in eV/Å.

=====

No. 4
The following is a DFT calculation (ωB97M-V/def2-TZVPD) of one molecule with the formula C4H6N2O2 in a non-equilibrium geometry.

* HOMO-LUMO gap: 10.18 eV
* SMILES string: [H]/N=C1/CN[C@H]2O[C@@]12O
* total charge: 0
* HOMO energy: -9.4 eV

```
14
Properties=species:S:1:pos:R:3:forces:R:3
C 0.58121 -0.97543 0.06137 -0.29 3.93 -0.84
C 0.70110 0.66325 -0.10847 -2.35 -1.83 0.84
C -0.85412 -1.22399 -0.14075 -2.45 -1.16 2.53
C -0.72571 1.10076 -0.23160 0.74 2.28 -0.02
N 1.50850 -1.71498 0.40677 2.25 0.17 -0.29
N -1.59963 0.02378 -0.17055 -1.51 1.03 0.48
O 1.83239 1.17433 -0.62747 0.78 1.61 0.52
O 0.11435 1.27398 1.03672 0.16 -0.12 -1.12
H -1.18443 -1.81603 -0.96621 0.59 -0.55 -0.85
H -1.31501 -1.72030 0.75207 0.94 -0.36 -0.60
H -1.04451 2.13293 -0.68799 0.61 -2.23 1.01
H 2.35609 -1.07406 0.34104 -0.74 -1.30 0.50
H 1.99533 2.08832 -0.23620 -0.44 -1.69 -0.64
H -2.36556 0.06744 0.57127 1.69 0.23 -1.51
```
Positions in Å, forces in eV/Å.

=====

No. 5
The following is a DFT calculation (ωB97M-V/def2-TZVPD) of C17H28N3O6PPtS3 as an isolated structure in a non-equilibrium geometry.

* HOMO-LUMO gap (spin up / spin down): 5.41 / 5.41 eV
* total charge: -2
* HOMO energy (spin up / spin down): -0.9 / -0.9 eV

```
59
Properties=species:S:1:pos:R:3:forces:R:3
Pt -0.28948 -0.45015 -0.42727 0.59 -0.16 -0.01
C -1.58209 -1.99115 -0.56079 0.02 -0.22 -0.12
H -1.06207 -2.95171 -0.45244 -0.03 0.01 0.21
H -2.47070 -2.04295 0.07218 -0.05 0.21 0.00
C -1.13355 -3.22453 2.51502 0.03 0.01 0.05
C 0.23938 -2.91608 3.07737 -0.04 0.00 -0.02
C 1.32126 -2.88839 2.01329 0.00 0.00 0.01
O 0.26678 -1.69459 3.85132 0.01 0.00 -0.06
P -0.52209 -0.30958 3.57993 -0.11 -0.14 0.13
S -2.39310 -0.38546 4.18699 0.00 0.02 -0.09
S -0.12438 0.50209 1.79481 -0.12 0.04 -0.18
O 0.25166 0.60777 4.65890 0.07 0.06 -0.04
C 1.66093 0.67871 4.94863 -0.03 -0.02 0.02
C 1.99568 -0.33583 6.03206 -0.01 0.00 0.01
C 2.58750 0.56380 3.75082 -0.03 -0.02 -0.02
H -1.09852 -4.18148 1.99025 0.00 0.01 -0.01
H -1.43375 -2.45940 1.80253 0.01 0.01 0.03
H -1.87985 -3.26708 3.30692 0.00 -0.01 0.01
H 0.49323 -3.67803 3.82017 0.01 -0.01 0.04
H 1.10543 -2.13610 1.25260 -0.01 0.01 -0.01
H 1.37620 -3.86343 1.52333 0.00 0.00 0.00
H 2.29236 -2.67121 2.46258 0.01 0.00 0.00
H 1.77264 1.68312 5.36904 -0.01 -0.01 -0.01
H 1.91051 -1.34748 5.63814 0.00 0.00 0.00
H 1.30662 -0.23170 6.87104 0.00 0.00 0.00
H 3.01602 -0.17534 6.38925 0.01 0.00 0.00
H 2.53242 -0.42505 3.29742 -0.01 0.00 0.01
H 3.61117 0.73457 4.09522 0.01 0.00 0.01
H 2.34388 1.29070 2.98019 0.00 0.02 -0.01
C -4.09012 0.55307 0.79047 0.00 -0.02 0.01
N -3.44796 1.67810 1.44664 0.07 -0.12 -0.01
C -2.77970 2.59142 0.71147 -0.01 0.01 0.03
S -2.77354 2.60582 -0.96201 -0.10 0.20 -0.06
N -2.12098 3.54861 1.41978 0.06 -0.09 -0.10
C -1.95267 3.51181 2.85604 0.04 -0.02 0.06
H -4.50397 -0.08905 1.56661 0.01 -0.01 0.00
H -3.37484 -0.00858 0.18839 0.00 -0.01 -0.02
H -4.88287 0.90852 0.13358 0.00 0.00 0.01
H -3.03000 1.42841 2.33877 -0.04 0.01 0.06
H -1.42745 4.02557 0.86873 -0.01 0.01 0.01
H -2.92622 3.46079 3.34754 -0.01 0.01 0.00
H -1.46240 4.43405 3.16575 0.01 0.00 0.01
H -1.35009 2.66218 3.19206 -0.01 0.01 -0.01
O 2.71719 1.63896 -2.31496 0.09 0.04 -0.04
C 1.84461 0.90622 -1.85837 -0.16 -0.08 0.15
O 1.14135 1.12947 -0.80365 0.03 -0.03 -0.16
C 1.54389 -0.43960 -2.50324 0.10 0.00 -0.24
C 2.55957 -1.24546 -2.91056 -0.04 0.14 -0.05
C 2.27898 -2.59095 -3.31989 -0.17 0.00 0.03
C 1.02661 -3.11126 -3.29482 0.20 0.09 -0.18
C -0.07352 -2.28927 -2.85741 0.18 0.23 -0.18
C 0.17852 -0.90460 -2.48257 -0.33 0.14 1.22
N -1.25248 -2.82115 -2.70548 -0.29 -0.46 0.26
O -1.58870 -4.04885 -2.95238 0.03 0.35 0.09
O -2.13051 -2.04638 -1.94733 -0.12 -0.15 -0.22
H 3.57223 -0.86421 -2.88697 0.01 -0.05 0.03
H 3.10424 -3.23040 -3.61890 0.00 0.00 0.00
H 0.81636 -4.13899 -3.55150 -0.02 0.02 -0.03
H -0.64872 -0.18559 -2.57818 0.18 -0.02 -0.63
```
Positions in Å, forces in eV/Å.

=====

No. 6
The following is a DFT calculation (ωB97M-V/def2-TZVPD) of C18H22O4 as an isolated structure in a non-equilibrium geometry.

* HOMO-LUMO gap: 8.91 eV
* total charge: 0
* HOMO energy: -8.2 eV

```
44
Properties=species:S:1:pos:R:3:forces:R:3
C 3.17780 2.60836 -1.20762 -1.33 1.40 -3.30
H 3.90351 3.49151 -1.26827 -2.06 -0.42 0.02
O 4.01226 1.70750 -0.63193 -1.89 -5.37 1.21
C 3.34662 0.35548 -0.48912 -3.73 4.66 -4.53
C 2.06991 -0.14435 -1.10130 -0.96 5.53 2.23
C 1.48973 -1.33826 -0.68402 2.06 -0.16 -1.01
C 2.21634 -2.31854 0.10895 6.02 16.04 -2.15
C 3.53539 -1.80678 0.29780 -3.04 -2.15 1.67
C 3.99722 -0.53171 0.13837 6.31 -2.80 3.77
H 5.05581 -0.31292 0.60249 -2.21 -0.28 -1.02
H 4.09000 -2.35865 0.97011 1.65 -1.60 0.83
H 1.84776 -3.10208 -0.00309 -4.80 -13.14 -0.17
O 0.32085 -1.64581 -1.36996 3.91 5.38 -0.71
C -0.43277 -2.49173 -0.81124 -3.90 -7.35 -2.57
C -0.88567 -2.53245 0.50400 0.43 1.00 10.21
O -1.64096 -1.36092 1.06071 1.04 -1.24 -1.67
C -0.77732 -0.33714 1.15387 -2.04 6.42 0.95
C 0.21695 -0.21321 2.07451 0.01 7.97 -4.03
C 1.11502 1.08226 2.14262 -1.62 -5.43 3.32
C 0.66239 2.18496 1.64673 -4.58 -1.68 -5.31
C -0.42776 2.14268 0.57326 4.30 -5.43 8.34
C -1.27518 1.10378 0.58516 2.30 -2.72 -1.37
O -2.15490 1.32268 -0.41772 -3.28 -2.63 0.84
C -3.30166 0.35758 -0.47389 2.02 -0.52 -6.58
C -3.98526 0.97873 -2.12373 -3.44 -1.19 8.70
H -4.73867 0.17720 -2.11162 -0.70 0.91 -0.50
H -3.30267 0.64363 -2.73929 3.84 -0.20 -3.39
H -4.31407 1.97776 -1.73916 0.51 -0.82 -1.55
C -4.22263 0.26687 0.69424 0.60 3.91 -4.66
H -4.97441 -0.36773 0.47411 -2.46 -2.15 -0.34
H -3.59352 0.03019 1.39451 2.68 -1.46 4.89
H -4.51083 1.29016 0.67088 -1.04 0.90 1.21
H -2.83513 -0.66460 -0.81575 -0.98 1.89 0.85
H -0.67846 2.91548 0.10555 -1.89 6.49 -3.91
H 1.23779 2.96990 1.68738 2.71 4.61 0.48
H 1.88156 1.14901 2.93307 -0.17 -0.53 -0.67
H 0.52380 -1.05466 2.36429 2.90 -6.29 3.33
H 0.00172 -2.61647 1.53934 -2.05 -0.34 -3.70
H -1.59592 -3.28511 0.85034 0.41 -0.62 -1.24
H -1.45944 -2.42116 -1.38765 1.87 -0.92 0.37
H 0.15840 -3.59890 -0.87343 -2.13 1.82 -0.25
H 1.27448 0.79603 -1.24320 1.96 -2.86 -0.59
H 2.85098 2.28009 -2.30405 1.10 0.69 1.66
H 2.12098 2.67133 -0.77621 1.67 0.66 0.34
```
Positions in Å, forces in eV/Å.

=====

The DFT total energy results, record by record, are as follows: -23641.1318; -85690.3179; -30120.9711; -11317.8963; -79881.8741; -27197.9137 eV.
The energy relative to the best compared isomer or geometry (same formula, charge and spin) results, record by record, are as follows: 27.4; 0.0; 0.0; 72.5; 15.0; 320.3 kcal per mole.